(1)
This record from the OMol25 dataset describes a single C3H4N4O2S molecule at a distorted geometry. The level of theory is the ωB97M-V functional and the def2-TZVPD basis.

CARTESIAN COORDINATES (ANGSTROEM)
O: 1.420 -0.032 1.309
C: 1.970 -0.145 0.179
O: 3.272 0.043 -0.075
C: 1.093 -0.526 -0.955
N: -0.311 -0.609 -0.524
N: -0.885 -1.839 -0.285
N: -1.957 -1.630 0.286
N: -2.107 -0.344 0.468
C: -1.045 0.416 -0.090
S: -1.002 2.062 -0.179
H: 3.538 0.540 0.799
H: 1.084 0.303 -1.826
H: 1.433 -1.486 -1.463
H: -2.845 0.054 1.060

- E_tot (eV) = -24064.94302
- HOMO-LUMO gap (Ha) = 0.33589
- structure (SMILES) = O=C(O)Cn1nn[nH]c1=S
- energy relative to the best compared isomer or geometry (same formula, charge and spin) (eV) = 1.080
- highest occupied orbital energy (eV) = -8.7



(2)
This record from the OMol25 dataset describes a 5-piece molecular cluster, C3H17NO4S overall at a distorted geometry. The level of theory is the ωB97M-V functional and the def2-TZVPD basis.

CARTESIAN COORDINATES (ANGSTROEM)
C: 0.820 1.980 -1.797
C: 1.860 0.995 -1.263
C: 1.892 -0.441 -1.723
S: 0.232 -1.266 -1.526
N: -0.488 1.931 -1.114
H: 0.628 1.646 -2.826
H: 1.237 2.987 -1.780
H: 2.852 1.446 -1.461
H: 1.948 1.049 -0.178
H: 2.478 -0.989 -1.011
H: 2.184 -0.696 -2.734
H: -0.238 -0.906 -2.740
H: -0.463 1.233 -0.389
H: -0.801 2.817 -0.776
H: -3.026 1.145 1.345
H: -3.143 -0.049 2.381
O: -3.206 0.896 2.250
H: -0.034 -0.308 2.596
H: -0.096 -1.307 1.647
O: -0.741 -0.851 2.181
H: 1.313 2.221 3.659
H: 2.323 1.104 3.188
O: 1.763 1.840 2.897
H: -1.220 -3.479 -0.548
H: -1.881 -2.765 0.575
O: -1.834 -3.640 0.180

- total charge = -1
- 2S+1 = 2
- E_tot (eV) = -23900.91736
- HOMO-LUMO gap (alpha / beta) (Ha) = 0.09435 / 0.33083
- highest occupied orbital energy (alpha / beta) (eV) = 0.4 / -6.1



(3)
This record from the OMol25 dataset describes a single C2H4N2O2S molecule at a distorted geometry. The level of theory is the ωB97M-V functional and the def2-TZVPD basis.

CARTESIAN COORDINATES (ANGSTROEM)
O: 1.757 0.542 -2.137
C: 1.666 0.839 -0.982
O: 1.020 0.197 0.000
N: 0.502 -1.073 -0.399
C: -0.872 -1.163 -0.330
N: -1.679 -0.550 0.445
S: -1.127 0.520 1.583
H: 2.028 1.754 -0.562
H: 0.904 -1.391 -1.288
H: -1.259 -1.993 -0.885
H: -2.382 0.683 2.047

- E_tot (eV) = -20046.65663
- HOMO-LUMO gap (Ha) = 0.33864
- structure (SMILES) = O=CON/C=N\S
- energy relative to the best compared isomer or geometry (same formula, charge and spin) (eV) = 2.826
- highest occupied orbital energy (eV) = -8.4



(4)
This record from the OMol25 dataset describes a 6-piece molecular cluster, C15H29Br10Cl2N4 overall. The level of theory is the ωB97M-V functional and the def2-TZVPD basis.

CARTESIAN COORDINATES (ANGSTROEM)
C: 3.907 -1.960 -0.885
C: 2.566 -2.058 -0.172
Cl: 2.797 -2.679 1.481
C: 1.853 -0.680 -0.231
Cl: 1.259 0.001 1.312
N: 0.771 -0.709 -1.176
C: -0.256 -1.544 -1.068
N: -1.300 -1.602 -1.913
C: -2.079 -2.545 -1.421
N: -1.582 -3.077 -0.314
N: -0.414 -2.427 -0.067
H: 4.353 -2.950 -0.952
H: 3.736 -1.624 -1.910
H: 4.577 -1.278 -0.368
H: 1.970 -2.813 -0.679
H: 2.577 0.046 -0.583
H: 0.695 0.013 -1.890
H: -3.026 -2.860 -1.827
H: -1.996 -3.802 0.262
H: 0.147 -2.642 0.749
Br: -1.473 -3.761 3.044
C: -3.319 -3.276 3.464
C: -4.286 -4.349 3.040
Br: -4.493 -4.367 1.108
H: -3.511 -2.331 2.966
H: -3.346 -3.135 4.541
H: -5.276 -4.147 3.443
H: -3.966 -5.345 3.328
Br: 0.259 1.648 -3.785
C: -1.682 1.817 -3.748
C: -2.358 0.657 -4.427
Br: -2.195 0.745 -6.359
H: -1.907 2.768 -4.220
H: -1.956 1.857 -2.696
H: -3.425 0.672 -4.214
H: -1.935 -0.293 -4.118
Br: 2.335 2.731 -0.801
C: 3.083 3.672 0.737
C: 2.701 5.126 0.736
Br: 3.695 6.127 -0.598
H: 4.155 3.527 0.690
H: 2.683 3.165 1.613
H: 2.953 5.572 1.696
H: 1.648 5.281 0.526
Br: 6.526 2.399 -0.182
C: 7.760 3.731 0.519
C: 7.727 3.788 2.022
Br: 6.116 4.657 2.684
H: 7.481 4.676 0.063
H: 8.746 3.433 0.171
H: 8.557 4.383 2.396
H: 7.753 2.802 2.473
Br: -7.732 -2.383 2.331
C: -7.844 -0.719 1.332
C: -7.288 -0.850 -0.059
Br: -5.339 -0.919 -0.050
H: -7.321 0.031 1.916
H: -8.903 -0.473 1.288
H: -7.548 0.023 -0.654
H: -7.626 -1.750 -0.561

- total charge = +1
- E_tot (eV) = -747451.01999
- HOMO-LUMO gap (Ha) = 0.34336
- energy relative to the best compared isomer or geometry (same formula, charge and spin) (eV) = 0.000
- highest occupied orbital energy (eV) = -11.7



(5)
This record from the OMol25 dataset describes C19H30Br3NO11 as an isolated structure at a distorted geometry. The level of theory is the ωB97M-V functional and the def2-TZVPD basis.

CARTESIAN COORDINATES (ANGSTROEM)
C: -2.590 -2.238 5.491
C: -3.588 -1.574 6.195
C: -4.635 -2.312 6.729
C: -4.555 -3.685 6.703
C: -3.548 -4.373 6.044
C: -2.601 -3.625 5.364
N: -5.559 -4.461 7.420
O: -6.303 -3.868 8.148
O: -5.548 -5.664 7.302
H: -1.820 -1.714 4.936
H: -3.617 -0.494 6.249
H: -5.412 -1.792 7.268
H: -3.566 -5.449 5.979
H: -1.877 -4.076 4.699
C: 4.479 1.707 0.044
C: 4.497 1.884 -1.455
O: 5.549 1.117 -2.004
C: 5.222 0.147 -2.833
O: 4.123 -0.251 -3.024
O: 6.334 -0.308 -3.369
C: 6.171 -1.537 -4.060
H: 3.827 2.397 0.573
H: 5.480 1.902 0.431
H: 4.183 0.675 0.237
H: 4.662 2.944 -1.678
H: 3.541 1.663 -1.921
H: 5.381 -1.488 -4.810
H: 5.937 -2.363 -3.388
H: 7.093 -1.758 -4.590
C: 1.555 4.034 0.103
C: 0.213 4.733 0.180
O: -0.573 4.566 -0.990
C: -1.382 3.518 -1.041
O: -1.591 2.743 -0.153
O: -1.954 3.486 -2.214
C: -2.800 2.373 -2.394
H: 2.182 4.152 0.982
H: 2.069 4.542 -0.724
H: 1.468 2.977 -0.137
H: 0.332 5.802 0.334
H: -0.325 4.376 1.066
H: -3.533 2.298 -1.583
H: -2.276 1.417 -2.348
H: -3.341 2.497 -3.323
C: 0.448 1.010 -4.140
C: 0.434 0.249 -2.832
O: -0.748 -0.488 -2.577
C: -0.895 -1.605 -3.294
O: -0.205 -1.948 -4.198
O: -1.922 -2.288 -2.779
C: -2.189 -3.557 -3.305
H: 1.358 1.592 -4.205
H: -0.466 1.591 -4.263
H: 0.425 0.308 -4.975
H: 0.512 0.973 -2.016
H: 1.361 -0.318 -2.716
H: -2.433 -4.264 -2.509
H: -1.316 -4.029 -3.767
H: -2.996 -3.546 -4.033
C: -0.601 0.410 1.350
Br: -1.105 0.563 3.192
Br: -1.270 -1.263 0.630
Br: 1.336 0.471 1.222
H: -1.035 1.218 0.777

- E_tot (eV) = -254326.77035
- HOMO-LUMO gap (Ha) = 0.36093
- energy relative to the best compared isomer or geometry (same formula, charge and spin) (eV) = 0.000
- highest occupied orbital energy (eV) = -10.1



Question: Among the records above, which one has the lowest E_tot?
Answer: C15H29Br10Cl2N4